Entry from the OMol25 dataset: a cluster of 3 separate species, C21H37N3O7PS in total (ωB97M-V/def2-TZVPD).

```
! RIJCOSX wB97M-V def2-TZVPD def2/J DEFGRID3
* xyz 1 1
S 1.322 2.328 1.720
P 4.028 1.090 1.339
O -1.025 -2.034 2.938
O 2.347 1.941 -1.610
O -4.900 1.311 1.288
O 1.686 -1.343 -3.334
O -3.925 1.691 -0.672
O 1.975 0.051 4.607
O 0.275 -2.412 -1.986
N 0.941 -0.689 2.594
N 4.932 -0.208 1.055
N 0.284 0.844 -0.574
C 1.772 0.974 -0.712
C 0.738 -2.098 -3.214
C -0.601 3.093 -1.313
C 3.084 2.039 -4.092
C 2.206 0.932 0.841
C -0.003 0.018 0.465
C 1.402 -0.464 1.186
C -0.940 -3.143 -1.738
C -0.699 -4.637 -1.810
C 2.679 1.140 -2.817
C 0.799 -3.386 1.961
C -0.831 1.479 -1.395
C 0.195 -2.007 2.539
C 3.357 -1.690 3.526
C -4.254 2.113 0.423
C 0.129 -2.761 -4.415
C -5.173 1.647 2.660
C -6.446 2.462 2.776
C 2.063 -0.731 3.581
C -4.031 3.552 0.789
C -0.248 4.366 -1.190
H -6.363 3.415 2.248
H 0.724 -3.638 -4.679
H 0.143 -2.051 -5.245
H 0.427 5.295 -1.007
H -1.807 1.288 -0.802
H -1.611 -5.186 -1.566
H 0.088 -4.931 -1.109
H -0.857 1.091 -2.475
H 3.588 -2.074 2.468
H -3.079 3.874 0.358
H 4.079 2.585 -3.917
H 2.126 -0.057 -1.102
H 1.731 0.522 -3.137
H -1.740 -2.812 -2.404
H 0.716 -4.269 2.719
H -7.285 1.924 2.328
H -0.911 -3.052 -4.279
H 3.578 0.421 -2.620
H -4.314 2.139 3.122
H 2.009 -1.283 0.651
H 4.241 -1.095 4.002
H 0.286 -3.677 0.953
H -6.677 2.667 3.824
H 1.148 1.949 3.051
H 4.042 1.526 2.723
H -0.366 -4.944 -2.804
H 1.917 -3.243 1.724
H -1.254 -2.879 -0.724
H 3.240 1.296 -4.981
H 4.564 2.196 0.558
H -5.306 0.699 3.187
H -1.092 -0.256 0.769
H 3.171 -2.584 4.252
H -4.838 4.157 0.373
H 4.299 -0.926 0.660
H 2.203 2.714 -4.392
H -3.956 3.728 1.860
*
```

## Properties
Gap between HOMO and LUMO in eV: 7.0

=====

Entry from the OMol25 dataset: a cluster of 2 separate species, C7H14N3 in total (ωB97M-V/def2-TZVPD).

```
! RIJCOSX wB97M-V def2-TZVPD def2/J DEFGRID3
* xyz 1 1
N -1.332 1.131 0.993
N -0.990 -0.103 0.777
N -0.657 -1.150 -1.645
C 1.161 0.201 -0.878
C 2.014 0.637 0.340
C -2.585 -0.069 2.348
C 0.150 -0.917 -0.663
C -2.262 1.246 1.903
C 2.070 -0.199 -2.046
C -1.724 -0.917 1.585
H 2.674 0.629 -2.270
H 2.953 0.806 -0.068
H -2.618 2.202 2.192
H -0.873 -0.249 -2.255
H -3.202 -0.432 3.063
H -0.745 1.975 0.561
H 2.679 -1.141 -1.661
H 1.674 1.584 0.722
H -1.393 -1.778 -1.576
H 1.450 -0.558 -2.804
H 0.564 -1.650 0.028
H 2.100 -0.243 1.061
H -1.629 -1.972 1.449
H 0.520 0.968 -1.155
*
```

## Properties
Gap between HOMO and LUMO in eV: 10.7
Relative energy (zero: lowest compared OMol25 entry of this formula, charge and spin) in kcal per mole: 70.0

=====

Entry from the OMol25 dataset: a cluster of 2 separate species, C2HCl2NO3 in total (ωB97M-V/def2-TZVPD).

```
! RIJCOSX wB97M-V def2-TZVPD def2/J DEFGRID3
* xyz 0 1
Cl -1.012 1.904 -0.591
Cl 1.590 0.933 -1.793
O -0.326 0.865 1.608
O 1.358 -1.745 0.396
O -1.185 -1.242 1.610
N -0.324 -0.347 1.452
C -0.129 0.600 -1.275
C 0.575 -0.874 0.612
H -0.547 -0.094 -2.020
*
```

## Properties
Gap between HOMO and LUMO (alpha / beta) in eV: 7.6 / 7.5
Relative energy (zero: lowest compared OMol25 entry of this formula, charge and spin) in kcal per mole: 116.4

=====

Entry from the OMol25 dataset: a structure of composition C26H27Cl2N3O3S (ωB97M-V/def2-TZVPD).

```
! RIJCOSX wB97M-V def2-TZVPD def2/J DEFGRID3
* xyz 0 1
Cl 5.849 -3.072 0.695
Cl 4.349 -0.060 0.726
S 3.019 -4.016 1.175
O 1.358 0.253 2.117
O -0.704 1.859 -1.461
O -5.988 -1.707 -0.439
N 0.187 -0.582 0.374
N 1.780 -2.966 1.269
N 0.515 2.409 0.361
C 1.203 -0.592 1.247
C -3.827 -1.849 0.707
C 2.109 -0.370 -1.890
C 2.732 3.250 -0.272
C 1.223 3.528 -0.227
C 1.075 4.783 0.657
C 2.459 5.051 1.268
C 0.122 -1.446 -0.795
C -0.839 0.452 0.532
C 3.917 -1.668 -2.782
C 4.196 -2.777 0.926
C -4.371 -0.069 -0.804
C -4.742 -1.245 -0.151
C 1.442 -1.531 -1.516
C 2.009 -2.762 -1.822
C 3.242 -2.830 -2.448
C -2.581 -1.280 0.896
C 3.230 3.746 1.081
C -6.501 -2.833 0.245
C -0.369 1.655 -0.311
C 2.170 -1.727 1.120
C -2.209 -0.112 0.240
C 3.565 -1.554 0.940
C -3.125 0.490 -0.612
C 3.341 -0.438 -2.514
C -6.956 -2.502 1.664
H 0.334 4.590 1.434
H -7.360 -3.144 -0.356
H -5.770 -3.651 0.249
H -6.121 -2.163 2.271
H 0.728 5.634 0.073
H -0.210 -2.447 -0.501
H -7.703 -1.713 1.636
H -1.884 -1.756 1.571
H 0.840 2.093 1.267
H 1.652 0.589 -1.699
H 0.796 3.665 -1.224
H -5.086 0.392 -1.467
H 3.187 3.831 -1.075
H 4.884 -1.722 -3.259
H 4.309 3.892 1.103
H 3.678 -3.793 -2.669
H 2.960 5.851 0.721
H -0.629 -1.011 -1.461
H -7.392 -3.385 2.123
H 2.394 5.348 2.314
H -0.807 0.748 1.589
H 3.853 0.472 -2.791
H -4.066 -2.758 1.235
H 2.966 3.030 1.861
H 2.947 2.196 -0.441
H 1.487 -3.670 -1.558
H -2.863 1.392 -1.139
*
```

## Properties
Gap between HOMO and LUMO in eV: 8.6
Relative energy (zero: lowest compared OMol25 entry of this formula, charge and spin) in kcal per mole: 0.0

=====

Entry from the OMol25 dataset: a structure of composition C23H43N2O2P3Re (ωB97M-V/def2-TZVPD).

```
! RIJCOSX wB97M-V def2-TZVPD def2/J DEFGRID3
* xyz 4 4
Re 1.418 0.218 -0.052
P -0.422 1.450 0.509
P 1.608 -2.006 -1.482
P 2.622 0.994 1.733
O -3.777 -1.473 -0.328
O 3.165 0.201 -0.952
N -4.353 -3.196 1.035
N 0.098 -1.344 0.991
C 0.449 -1.960 2.133
C -1.104 -1.640 0.432
C 5.344 2.726 -3.364
C 0.502 2.909 -3.807
C 2.757 -2.203 -2.889
C 2.445 -3.216 -0.351
C 3.662 1.013 -3.182
C -2.110 -2.303 1.148
C 5.651 2.596 -2.010
C 4.951 1.708 -1.222
C 4.395 1.906 -3.955
C 2.044 1.049 3.479
C 3.204 2.742 1.485
C -1.144 1.205 2.178
C 4.190 0.034 1.898
C -0.233 3.260 0.484
C -1.786 -2.906 2.365
C 3.933 0.918 -1.777
C -0.485 -2.729 2.822
C -3.448 -2.313 0.508
C 0.151 -2.836 -2.222
C -1.944 1.352 -0.521
C -0.826 3.272 -3.315
H 4.239 1.924 -5.034
H 1.468 0.148 3.726
H -1.244 3.687 0.584
H 0.632 1.840 -4.031
H 4.296 2.864 1.607
H -2.523 -3.496 2.897
H 1.738 -3.667 0.359
H 3.234 -2.687 0.220
H 0.464 -3.656 -2.884
H 1.295 3.310 -3.177
H -0.366 1.115 2.940
H -4.026 -4.045 1.458
H -5.223 -3.302 0.529
H 3.947 -1.019 2.085
H 2.840 1.104 4.219
H 2.814 0.483 -3.598
H 2.397 -1.629 -3.742
H 2.922 -4.009 -0.958
H -1.746 2.095 2.389
H 2.731 3.434 2.205
H -0.197 -3.146 3.763
H 4.825 0.335 2.729
H -2.612 0.549 -0.168
H 4.808 0.088 0.997
H 5.185 1.537 -0.162
H -1.624 3.094 -4.052
H -2.441 2.332 -0.487
H 0.403 3.594 1.312
H 2.807 -3.263 -3.166
H -0.947 4.384 -3.168
H -0.534 -3.217 -1.460
H -1.709 1.091 -1.558
H -1.024 2.690 -2.384
H 1.421 1.934 3.664
H 1.458 -1.817 2.546
H 6.383 3.238 -1.524
H 3.758 -1.849 -2.623
H 2.958 3.080 0.466
H -0.378 -2.079 -2.814
H 0.197 3.613 -0.462
H -1.761 0.300 2.200
H 5.893 3.462 -3.960
H -1.272 -1.282 -0.593
*
```

## Properties
Gap between HOMO and LUMO (alpha / beta) in eV: 4.3 / 4.2
Relative energy (zero: lowest compared OMol25 entry of this formula, charge and spin) in kcal per mole: 55.9

=====

Entry from the OMol25 dataset: the ion C12H15N2O with charge +1 (ωB97M-V/def2-TZVPD).

```
! RIJCOSX wB97M-V def2-TZVPD def2/J DEFGRID3
* xyz 1 1
O 0.223 -1.181 -1.326
N 0.504 0.065 0.645
N 0.644 1.111 -1.660
C 0.451 0.849 -3.091
C 0.453 0.057 -0.820
C -0.080 -4.035 0.889
C -0.082 -1.948 2.142
C 0.212 -2.001 -0.257
C 0.059 -3.362 -0.316
C 0.302 -1.315 0.945
C -0.276 -3.336 2.074
C -0.977 2.446 -0.242
C -0.703 2.137 1.269
C 0.491 1.176 1.481
C 0.298 2.464 -1.112
H -0.378 -3.940 2.848
H -1.614 3.290 -0.242
H 0.647 -0.167 -3.295
H 0.052 -3.689 -1.395
H -0.468 3.084 1.630
H -0.052 -5.197 1.009
H 0.391 0.790 2.524
H 1.226 1.577 -3.470
H -0.659 1.215 -3.307
H 1.431 1.893 1.435
H 0.201 3.097 -1.951
H -1.669 1.662 -0.826
H 1.120 2.840 -0.447
H -0.130 -1.383 3.119
H -1.618 1.799 1.746
*
```

## Properties
Gap between HOMO and LUMO in eV: 9.1
SMILES: C[N+]1=C2Oc3ccccc3N2CCCC1
Relative energy (zero: lowest compared OMol25 entry of this formula, charge and spin) in kcal per mole: 33.8

=====

Respective DFT total energy values: -2252.26992 -439.07667 -1277.41139 -2715.56444 -2262.87978 -650.71637 Ha.